{
  "formula": "C22H24FeN5SSe2Te2",
  "method": "the ωB97M-V functional and the def2-TZVPD basis",
  "charge": -1,
  "multiplicity": 1,
  "homo_energy_ev": [-3.122, -3.115],
  "gap_ev": [4.963, 4.949],
  "symbols": ["Fe", "Se", "Te", "Te", "Se", "S", "C", "N", "N", "C", "C", "C", "C", "C", "C", "N", "N", "C", "C", "C", "C", "C", "C", "H", "H", "H", "H", "H", "H", "H", "H", "H", "H", "H", "C", "N", "C", "C", "C", "C", "C", "C", "C", "C", "H", "H", "H", "H", "H", "H", "H", "H", "H", "H", "H", "H", "H"],
  "coordinates": [[-0.11065, -1.02774, -0.50566], [-0.93888, -1.85878, 1.66454], [0.60393, -3.30922, 0.40524], [0.86895, -2.57569, -2.34694], [0.66094, -0.12293, -2.66646], [-2.07967, -1.85228, -1.27111], [-3.12154, -0.61020, -0.60062], [-4.43634, -0.79975, -0.62498], [-5.26271, 0.19454, -0.11082], [-5.13784, 1.08174, 0.96279], [-4.20278, 0.93366, 1.99796], [-4.20036, 1.82272, 3.06553], [-5.12141, 2.86759, 3.15419], [-6.06219, 3.00647, 2.13679], [-6.07170, 2.12857, 1.05704], [-2.58976, 0.59896, -0.20957], [-1.33491, 0.71839, -0.30894], [-0.94413, 2.10672, -0.29712], [-1.83365, 3.18361, -0.08423], [-1.38118, 4.50138, -0.13514], [-0.04252, 4.79644, -0.39890], [0.83821, 3.74103, -0.60074], [0.39721, 2.41653, -0.54876], [-6.13197, 0.20843, -0.57640], [-3.48640, 0.12291, 1.96319], [-3.46046, 1.69005, 3.85207], [-5.10558, 3.55552, 3.99563], [-6.79529, 3.80967, 2.17825], [-6.80446, 2.25236, 0.26040], [-2.86937, 2.96581, 0.12030], [-2.08923, 5.30848, 0.03175], [0.29930, 5.82368, -0.45555], [1.88587, 3.94467, -0.80621], [1.07998, 1.59726, -0.71806], [5.67748, 0.26558, -0.54824], [4.36267, 0.01400, -1.20737], [3.62227, 1.31574, -1.39001], [3.50590, -1.06660, -0.48149], [2.85656, -0.53202, 0.73584], [3.65512, -0.37434, 1.88856], [3.16559, 0.28108, 3.00525], [1.87054, 0.79980, 2.92810], [1.07955, 0.54854, 1.80618], [1.50058, -0.18563, 0.65361], [6.24939, 0.96413, -1.15588], [6.21743, -0.67155, -0.44354], [5.48806, 0.69311, 0.42615], [4.53407, -0.37043, -2.12582], [3.40690, 1.72313, -0.40446], [2.68970, 1.10682, -1.90500], [4.25712, 1.99471, -1.96809], [4.19472, -1.88868, -0.28536], [2.77278, -1.38124, -1.19647], [4.65476, -0.81384, 1.91868], [3.76621, 0.38383, 3.90498], [1.44903, 1.34154, 3.77313], [0.07465, 0.94511, 1.82420]]
}